{
  "formula": "C29H30BFN2O12PS",
  "method": "ωB97M-V with the def2-TZVPD basis set",
  "symbols": ["C", "C", "N", "C", "C", "C", "C", "C", "F", "C", "C", "C", "C", "C", "N", "C", "C", "C", "C", "C", "C", "C", "O", "C", "C", "C", "C", "O", "O", "C", "P", "S", "C", "O", "H", "H", "H", "H", "H", "H", "H", "H", "H", "H", "H", "H", "H", "H", "H", "H", "H", "H", "H", "H", "H", "H", "H", "H", "H", "H", "H", "H", "H", "H", "B", "O", "C", "O", "C", "O", "O", "O", "C", "O", "C", "O", "O"],
  "positions_angstrom": [[3.488137, 5.572793, -1.721714], [2.805815, 4.732179, -2.952550], [3.573015, 3.507457, -3.398677], [2.865728, 2.212338, -3.067153], [1.773644, 1.667078, -4.205405], [0.898758, 0.282629, -4.063864], [-0.115790, -0.097365, -5.294378], [-1.702914, 0.193720, -5.002145], [0.219538, 0.671895, -6.550939], [1.126706, -0.600911, -2.687444], [0.203081, -1.981998, -2.515529], [-0.813582, -1.769181, -1.232167], [-2.390141, -2.083721, -1.553053], [-3.086307, -0.672576, -2.013831], [-3.981471, -0.028897, -0.978352], [-4.513175, 1.326315, -1.490514], [-5.469273, 1.972281, -0.307804], [-5.371607, 0.810337, 0.853707], [-4.401064, -0.441561, 0.415319], [2.230864, -0.134965, -1.520778], [3.087122, 1.286071, -1.732772], [4.131302, 1.743001, -0.548941], [4.924944, 2.848910, -0.603397], [4.265172, 0.883196, 0.879519], [5.250421, 1.402972, 2.116505], [6.660880, 0.529970, 2.208152], [7.073517, 0.145196, 3.747795], [7.916747, -0.880678, 4.032244], [6.596130, 0.922875, 4.938060], [3.508906, -0.384909, 1.064746], [3.659197, -1.403326, 2.718855], [5.016699, -2.798221, 2.331044], [2.538833, -0.994846, -0.153791], [2.083895, -2.256419, 0.083423], [4.600068, 5.295572, -1.482835], [3.449949, 6.741192, -1.961039], [2.770263, 5.440309, -0.777112], [2.722313, 5.443128, -3.907313], [1.682367, 4.494877, -2.652833], [4.573063, 3.517767, -3.101501], [1.630126, 2.319026, -5.190371], [0.018688, -1.241646, -5.607149], [-1.831139, 1.013317, -4.158071], [-2.319756, 0.476703, -5.984199], [-2.172588, -0.844871, -4.646995], [0.902834, -2.896668, -2.280315], [-0.477298, -2.176725, -3.470484], [-0.671722, -0.708350, -0.706102], [-0.476402, -2.564321, -0.408998], [-2.450506, -2.883630, -2.436577], [-2.973579, -2.598587, -0.648076], [-2.197124, 0.095796, -2.211979], [-3.690914, -0.839345, -3.012509], [-4.239406, 1.782937, -2.553341], [-6.060904, 2.989897, -0.345642], [-5.956985, 0.921475, 1.861950], [-4.071060, -1.416944, 0.971756], [5.596397, 2.526052, 1.907900], [4.728924, 1.396484, 3.163931], [7.529864, 1.214856, 1.780982], [6.652714, -0.446197, 1.561742], [5.615637, 0.686337, 5.095711], [4.203743, -0.623181, 3.805377], [2.450453, -2.120736, 3.046216], [-5.660502, -3.167831, 4.812709], [-5.053166, -2.588694, 3.610208], [-4.045947, -3.398598, 3.255073], [-3.325225, -3.209829, 2.288522], [-3.955754, -4.500582, 4.176917], [-3.145072, -5.411500, 4.130320], [-4.906088, -4.388150, 5.115653], [-5.605098, -2.224613, 5.934169], [-6.869922, -2.004028, 6.319231], [-7.186406, -1.261765, 7.234738], [-7.771898, -2.766353, 5.496059], [-8.988550, -2.784745, 5.590045], [-7.078117, -3.469476, 4.590065]],
  "forces_ev_per_angstrom": [[-1.0, 0.9, 0.4], [-0.6, 1.7, -0.5], [-1.7, -2.1, 1.4], [-1.5, -2.9, 0.1], [0.1, -1.9, 2.3], [3.3, 2.6, 2.6], [-0.4, -0.4, -0.7], [-0.2, -0.7, 0.2], [-0.2, -1.3, 2.9], [1.2, 1.4, -0.7], [0.1, 1.2, 0.6], [0.1, -1.3, 1.7], [0.0, 0.1, -0.3], [0.8, -0.7, -0.2], [-1.6, 2.7, 0.2], [-2.2, -0.4, 4.9], [3.7, -5.6, -1.1], [1.7, -0.3, -2.9], [-2.4, 5.6, -2.1], [-0.3, 1.9, -2.4], [-1.5, -0.6, -1.3], [3.0, 3.7, 0.4], [-4.9, -6.6, -0.1], [-1.8, -2.8, 0.5], [0.7, 0.8, -0.9], [0.3, 0.5, 0.3], [4.1, -5.3, 2.3], [-5.6, 7.2, -2.2], [-1.2, -2.0, -2.8], [0.4, 4.0, -1.7], [1.6, -1.9, -2.2], [-0.4, 0.6, 0.3], [-1.3, -4.9, 1.2], [2.5, 7.9, -1.7], [-2.3, 0.3, -0.5], [0.1, -2.6, 0.4], [2.0, 0.1, -1.8], [0.2, -1.4, 2.1], [2.5, 0.1, -0.7], [-1.4, -0.2, 0.1], [0.4, -1.6, 2.4], [-0.1, 2.6, 0.7], [0.2, -1.8, -1.9], [1.8, -0.5, 2.1], [1.0, 2.4, -0.5], [-1.4, 1.9, -0.6], [1.8, 0.5, 1.9], [-0.4, -2.2, -1.4], [-0.6, 1.8, -1.8], [0.1, 1.8, 1.8], [1.5, 1.4, -1.8], [-2.0, -1.7, 0.3], [1.1, 0.5, 2.1], [-0.5, -1.5, 2.6], [1.4, -2.5, 0.2], [1.5, -0.5, -2.2], [-0.7, 2.1, -1.3], [-1.1, -2.5, 0.3], [0.7, 0.0, -2.3], [-1.7, -1.5, 1.1], [-0.1, 1.7, 1.6], [2.2, 0.5, -0.5], [-1.2, 0.1, -0.7], [0.3, 1.4, 0.0], [-0.2, 0.0, 0.2], [1.0, -0.8, -0.4], [0.0, 3.3, -3.0], [-0.7, -0.2, 0.9], [0.9, -3.9, 2.7], [-1.0, 1.3, -0.1], [0.8, 0.1, -0.9], [-1.0, 0.0, 0.1], [2.2, 2.8, 3.1], [0.3, -1.0, -1.3], [-3.6, -2.1, -2.2], [1.7, 0.1, 0.0], [-0.3, 0.6, 0.7]],
  "gap_ev": 4.758,
  "max_force_ev_per_a": 9.37,
  "charge": -1,
  "homo_energy_ev": -5.85,
  "total_energy_ha": -2999.16565
}

---

{
  "formula": "C29H30BiCl5O5",
  "method": "ωB97M-V with the def2-TZVPD basis set",
  "symbols": ["C", "C", "C", "C", "H", "H", "C", "H", "H", "C", "H", "H", "C", "C", "C", "O", "O", "O", "O", "C", "H", "H", "H", "C", "H", "H", "H", "O", "H", "H", "C", "C", "H", "H", "H", "H", "H", "H", "Bi", "C", "C", "C", "H", "C", "C", "H", "H", "H", "H", "C", "C", "C", "H", "C", "C", "H", "H", "H", "H", "Cl", "C", "C", "C", "Cl", "C", "Cl", "C", "Cl", "C", "Cl"],
  "positions_angstrom": [[0.710767, 0.519187, -4.115690], [1.804943, 0.454258, -3.013278], [-0.453303, -0.387177, -3.672674], [0.184019, -1.416285, -2.738620], [-0.919022, -0.818076, -4.558092], [-1.207683, 0.205296, -3.135554], [1.306918, -0.612891, -2.032679], [1.934827, 1.446829, -2.563257], [2.751718, 0.120778, -3.455687], [0.568381, -0.050250, -0.803631], [2.112073, -1.279623, -1.698929], [0.548628, -2.276334, -3.321007], [-0.741851, -1.777668, -1.571289], [0.157818, 1.884718, -4.432291], [1.162692, 0.132342, -5.525751], [0.683779, -0.830694, -6.098158], [0.478653, 2.948430, -3.929758], [-0.736855, 1.777796, -5.431871], [2.045134, 0.922017, -6.178009], [2.869558, 1.967383, -5.602642], [3.228016, 1.729671, -4.589308], [2.311983, 2.913119, -5.602458], [3.716307, 2.037009, -6.295157], [-1.266918, 3.022662, -5.881158], [-1.851580, 3.510755, -5.093341], [-1.897797, 2.749863, -6.723592], [-0.461693, 3.693862, -6.199435], [-0.765439, -0.597755, -0.778073], [0.455904, 1.041694, -0.810356], [1.115380, -0.315011, 0.128212], [-0.132694, -2.939837, -0.784363], [-2.175991, -2.087594, -2.003260], [-2.180736, -2.702815, -2.911664], [-2.757110, -1.175514, -2.187286], [-2.672783, -2.643956, -1.200614], [-0.704098, -3.110567, 0.131908], [0.918068, -2.763742, -0.521372], [-0.174224, -3.856289, -1.385569], [-0.116677, 0.371606, 4.086944], [2.481461, -0.745279, 4.196598], [2.700902, -1.164206, 2.845878], [3.122660, -0.036536, 2.094875], [2.604193, -2.186201, 2.469719], [3.156188, 1.093941, 2.953315], [2.772904, 0.671598, 4.259919], [2.806344, 1.269302, 5.176343], [2.286172, -1.391433, 5.050298], [3.425104, -0.048041, 1.045611], [3.455695, 2.100919, 2.669633], [-2.062778, 1.583547, 2.821401], [-1.356827, 2.456284, 3.772096], [-0.366775, 3.185969, 3.007007], [-1.692463, 2.694067, 4.782261], [-0.545749, 2.859329, 1.645562], [-1.570097, 1.900326, 1.520412], [-1.977899, 1.517703, 0.582289], [-2.974360, 1.025221, 3.040792], [0.307302, 3.937783, 3.412222], [-0.009884, 3.313420, 0.808877], [-0.468899, -0.156806, 7.347915], [-1.460208, -1.277013, 6.461782], [-1.444017, -1.213928, 5.064166], [-2.212956, -2.115683, 4.318148], [-2.210959, -1.974330, 2.589334], [-2.998933, -3.088996, 4.963077], [-3.916435, -4.207936, 4.052527], [-3.043637, -3.129427, 6.383662], [-4.031686, -4.265579, 7.185284], [-2.270569, -2.206709, 7.134712], [-2.352902, -2.208503, 8.843094]],
  "forces_ev_per_angstrom": [[-0.1, 0.5, -0.5], [-0.2, -0.2, -0.4], [0.0, 0.0, -0.1], [0.1, 0.5, -0.1], [-0.1, 0.0, 0.2], [0.3, -0.1, 0.0], [-0.3, -0.3, 0.1], [0.1, -0.3, 0.0], [-0.1, 0.2, 0.1], [0.1, 0.2, 1.1], [-0.1, 0.3, -0.1], [-0.1, 0.1, 0.3], [0.0, -0.2, -0.1], [0.3, 1.5, 1.1], [-0.3, -1.7, -0.3], [1.1, 1.2, 0.2], [-0.5, -1.1, -0.6], [0.0, 0.4, 0.3], [0.3, -0.2, 0.0], [-0.2, -0.1, -0.1], [-0.3, 0.1, -0.5], [0.2, -0.3, 0.1], [-0.2, 0.0, 0.3], [-0.2, 0.1, -0.1], [0.1, -0.1, -0.2], [0.0, 0.2, 0.0], [-0.2, -0.1, 0.1], [0.5, -0.1, -0.5], [0.1, -0.2, 0.0], [-0.5, 0.2, -0.4], [-0.1, -0.3, 0.0], [0.0, -0.2, 0.2], [0.0, 0.0, 0.2], [0.3, -0.2, 0.0], [-0.1, 0.1, -0.2], [0.1, 0.1, 0.0], [-0.3, 0.1, 0.0], [0.0, 0.1, 0.0], [1.5, 0.3, -0.4], [0.9, 0.7, -0.7], [0.4, 0.5, 0.4], [-0.1, -0.4, 0.4], [-0.1, 0.3, 0.1], [-0.2, -0.5, 0.8], [0.8, -0.8, -0.6], [-0.2, -0.2, -0.5], [-0.1, 0.1, -0.2], [-0.2, 0.0, 0.2], [-0.1, -0.2, 0.1], [0.2, 1.3, 0.1], [-0.6, 0.8, -1.3], [-1.2, -0.2, 0.3], [0.3, -0.2, -0.4], [-0.4, -0.2, 0.0], [-0.3, 0.5, 0.0], [0.4, -0.1, 0.3], [0.3, 0.1, 0.0], [0.0, -0.3, -0.1], [0.0, -0.3, 0.3], [-0.2, -0.4, 0.7], [-0.6, -0.8, -0.6], [-0.5, -0.5, 0.1], [-0.2, 0.0, 1.3], [-0.2, -0.4, 0.0], [0.5, 0.8, 0.8], [-0.4, -0.5, -0.3], [1.0, 1.1, -0.8], [-0.4, -0.4, 0.3], [0.0, -0.1, -1.2], [-0.1, -0.1, 0.6]],
  "gap_ev": [2.182, 2.182],
  "max_force_ev_per_a": 1.88,
  "charge": -2,
  "homo_energy_ev": [1.39, 1.39],
  "total_energy_ha": -4014.70834
}

---

{
  "formula": "C29H30CaF9N2O5S2",
  "method": "ωB97M-V with the def2-TZVPD basis set",
  "symbols": ["Ca", "C", "C", "C", "S", "O", "C", "C", "C", "H", "H", "H", "H", "H", "H", "H", "H", "H", "H", "H", "H", "H", "H", "F", "C", "F", "F", "C", "O", "C", "F", "F", "F", "C", "F", "F", "F", "N", "C", "C", "C", "C", "C", "C", "C", "C", "C", "C", "C", "C", "C", "H", "H", "H", "H", "H", "H", "H", "H", "H", "H", "N", "C", "C", "C", "C", "C", "C", "S", "O", "O", "O", "H", "H", "H", "H", "H", "H"],
  "positions_angstrom": [[1.522968, -0.121006, 0.554671], [0.914444, 4.605669, -2.150465], [-0.349743, 3.972472, -2.729336], [-0.223218, 2.484089, -3.022534], [-0.151350, 1.329726, -1.638527], [1.076097, 1.683449, -0.789023], [-1.604330, 1.870257, -0.694271], [-1.350873, 2.996472, 0.312273], [-1.096284, 2.482786, 1.725956], [0.738523, 5.648363, -1.880051], [1.720805, 4.583625, -2.886276], [1.260626, 4.070821, -1.267210], [-0.594036, 4.452115, -3.680519], [-1.207299, 4.156881, -2.077524], [0.677678, 2.264127, -3.590763], [-1.057517, 2.094059, -3.615484], [-1.952344, 0.967396, -0.188571], [-2.345746, 2.132045, -1.451040], [-2.232651, 3.642046, 0.320657], [-0.513078, 3.614930, -0.011098], [-1.938136, 1.889776, 2.087789], [-0.934926, 3.311142, 2.417425], [-0.217368, 1.840204, 1.773626], [4.651329, 2.698066, 3.295837], [4.139494, 1.961078, 2.299648], [4.889946, 2.176280, 1.213652], [2.916836, 2.452415, 2.025275], [4.037516, 0.429207, 2.608238], [3.415025, -0.184008, 1.599259], [5.473372, -0.153620, 2.792547], [6.191321, 0.475387, 3.739739], [6.165506, -0.073246, 1.650180], [5.417725, -1.448825, 3.126944], [3.225964, 0.227314, 3.931276], [3.804584, 0.752483, 5.021790], [3.026207, -1.072351, 4.168801], [2.009511, 0.788872, 3.813776], [-0.394988, -1.017930, 1.149769], [-1.485729, -1.587029, 1.375330], [-2.132532, -1.528061, 2.747592], [-1.317245, -1.420889, 3.872696], [-1.865442, -1.285281, 5.137342], [-3.245591, -1.235740, 5.297874], [-4.067369, -1.330885, 4.185080], [-3.514334, -1.486718, 2.919495], [-2.259231, -2.326325, 0.304173], [-2.927060, -3.521877, 0.560500], [-3.588313, -4.193064, -0.459547], [-3.617714, -3.662501, -1.743242], [-2.963798, -2.465813, -2.010847], [-2.278496, -1.819775, -0.993067], [-0.244243, -1.431178, 3.725909], [-1.216868, -1.213341, 6.002059], [-3.676058, -1.122639, 6.285303], [-5.143658, -1.284930, 4.300105], [-4.162381, -1.567721, 2.055104], [-2.924006, -3.932296, 1.563784], [-4.089022, -5.130766, -0.249992], [-4.145685, -4.178329, -2.535718], [-2.975766, -2.036050, -3.006439], [-1.731340, -0.909991, -1.208550], [2.690690, -1.736842, -0.940103], [1.996955, -1.692732, -2.182669], [2.292672, -0.681527, -3.091848], [1.475161, -0.490094, -4.193433], [0.330767, -1.256087, -4.354318], [0.097243, -2.323084, -3.503764], [0.939128, -2.557722, -2.427694], [-0.926480, -0.720468, -5.514146], [-0.208205, 0.068939, -6.502778], [-1.796876, 0.084598, -4.650761], [-1.548488, -1.933918, -6.009141], [2.711926, -2.649012, -0.502171], [3.637613, -1.376324, -0.979380], [3.148355, -0.036838, -2.918430], [1.677108, 0.286164, -4.918060], [-0.772902, -2.943499, -3.667607], [0.715625, -3.352924, -1.725074]],
  "forces_ev_per_angstrom": [[0.1, 0.0, 0.0], [0.0, 0.0, 0.0], [0.0, 0.0, 0.0], [-0.1, 0.0, 0.1], [-0.2, 0.1, -0.3], [-0.2, 0.0, 0.0], [0.0, 0.0, 0.0], [0.0, 0.0, 0.1], [0.0, 0.0, 0.0], [0.0, 0.0, 0.0], [0.0, 0.0, 0.0], [0.0, 0.0, 0.0], [0.0, 0.0, 0.0], [0.0, 0.0, 0.0], [0.1, -0.1, -0.1], [0.0, -0.1, 0.0], [0.0, 0.0, 0.0], [0.0, 0.0, 0.0], [0.0, 0.0, 0.0], [0.0, 0.0, 0.0], [0.0, 0.0, 0.0], [0.0, 0.0, 0.0], [0.0, 0.0, 0.0], [0.0, 0.0, 0.0], [0.0, -0.1, 0.0], [0.0, 0.0, 0.0], [0.0, 0.0, 0.0], [0.0, 0.0, 0.0], [0.3, 0.1, 0.3], [0.0, 0.0, 0.0], [0.0, 0.0, 0.0], [0.0, 0.0, 0.0], [0.0, 0.0, 0.0], [0.0, 0.0, 0.0], [0.0, 0.0, 0.0], [0.0, 0.0, 0.0], [0.0, 0.0, 0.0], [0.0, 0.0, -0.1], [-0.1, 0.0, 0.1], [0.0, 0.0, 0.0], [0.0, 0.0, 0.0], [0.0, 0.0, 0.0], [0.0, 0.0, 0.0], [0.0, 0.0, 0.0], [0.0, 0.0, 0.0], [0.0, 0.1, 0.0], [0.0, 0.0, 0.0], [0.0, 0.0, 0.0], [0.0, 0.0, 0.0], [0.0, 0.0, 0.0], [0.0, 0.0, 0.0], [0.0, 0.0, 0.0], [0.0, 0.0, 0.0], [0.0, 0.0, 0.0], [0.0, 0.0, 0.0], [0.0, 0.0, 0.0], [0.0, 0.0, 0.0], [0.0, 0.0, 0.0], [0.0, 0.0, 0.0], [0.0, 0.0, 0.0], [0.0, -0.1, 0.0], [0.3, -0.1, 0.1], [0.0, 0.1, 0.0], [0.1, -0.1, 0.0], [-0.1, 0.1, 0.1], [0.0, 0.0, -0.1], [0.0, 0.0, 0.0], [-0.1, 0.1, 0.1], [0.1, 0.1, 0.0], [0.0, 0.0, 0.0], [-0.1, 0.0, 0.1], [0.0, 0.0, 0.0], [-0.1, -0.1, -0.1], [0.0, 0.0, -0.1], [0.0, 0.0, 0.0], [0.0, 0.1, 0.0], [0.0, 0.0, 0.0], [0.0, 0.0, 0.0]],
  "gap_ev": 7.435,
  "max_force_ev_per_a": 0.40,
  "charge": -1,
  "homo_energy_ev": -5.14,
  "total_energy_ha": -3981.83043
}